Entry 1:
Below is C3H8N2O in the gas phase, with properties calculated with ωB97M-V with the def2-TZVPD basis set.

Calculated values
frontier orbital gap	7.2	eV
multiplicity	1
largest force on an atom	0.01030	hartree/bohr
highest occupied orbital energy	-6.9	eV
total charge	0
LUMO level	0.317	eV

Last column: Löwdin charge in e.
Positions of all 14 atoms, in Å:
O (-0.463, -1.530, 0.307)  0.10
N (-0.398, 0.706, 0.711)  0.02
N (0.027, -0.156, -1.497)  -0.02
C (-0.681, 0.558, 2.132)  -0.06
C (1.332, -0.768, -2.195)  -0.12
C (-0.285, -0.397, -0.067)  -0.51
H (0.224, 0.336, 2.707)  0.09
H (-1.384, -0.265, 2.266)  0.09
H (2.128, -0.078, -1.868)  -0.05
H (1.466, -1.684, -1.596)  -0.03
H (-0.695, -0.639, -2.025)  0.13
H (-0.026, 0.830, -1.754)  0.13
H (-0.111, 1.610, 0.372)  0.14
H (-1.134, 1.478, 2.508)  0.09

---

Entry 2:
Below is C12H15BN2 in the gas phase at a distorted geometry, with properties calculated with ωB97M-V with the def2-TZVPD basis set.

Calculated values
frontier orbital gap	8.3	eV
multiplicity	1
largest force on an atom	0.08857	hartree/bohr
highest occupied orbital energy	-7.9	eV
total charge	0
LUMO level	0.377	eV

Last column: Löwdin charge in e.
Positions of all 30 atoms, in Å:
N (0.881, -0.899, 1.358)  0.12
N (0.281, -3.188, 1.645)  0.11
C (1.550, -3.083, 1.538)  -0.11
C (0.669, 2.545, 0.733)  -0.11
C (-1.334, -0.255, -0.246)  -0.17
C (-0.195, -1.796, 1.418)  -0.38
C (0.177, -2.059, -1.975)  -0.11
C (-0.473, 1.669, -1.384)  -0.12
C (-0.377, 0.183, -1.348)  -0.22
C (-1.151, -1.697, 0.189)  -0.21
C (0.171, -0.626, -2.275)  -0.05
C (-0.522, -2.540, -0.927)  -0.09
C (-0.627, 2.148, 0.108)  -0.31
C (1.912, -1.630, 1.468)  -0.09
B (-1.257, 0.907, 0.910)  0.01
H (0.617, 3.059, 1.663)  0.06
H (1.196, 1.596, 1.035)  0.07
H (-0.371, -3.686, -0.714)  0.13
H (-2.039, -2.297, 0.494)  0.15
H (1.447, 3.017, 0.019)  0.11
H (-1.083, 3.116, 0.138)  0.11
H (-1.708, 0.742, 1.963)  0.07
H (0.443, 2.164, -1.825)  0.13
H (0.894, -0.111, -3.059)  0.15
H (-1.235, 2.020, -2.015)  0.10
H (-0.758, -1.534, 2.336)  0.16
H (2.946, -1.152, 1.734)  0.14
H (-2.295, -0.072, -0.598)  0.13
H (0.815, -2.823, -2.540)  0.12
H (2.133, -3.948, 1.480)  0.09

---

Entry 3:
Below is 2 unconnected molecules or ions with the total composition C6H4BrN3 at a distorted geometry, with properties calculated with ωB97M-V with the def2-TZVPD basis set.

Calculated values
frontier orbital gap (alpha / beta)	9.6 / 3.8	eV
multiplicity	1
largest force on an atom	0.10045	hartree/bohr
highest occupied orbital energy (alpha / beta)	-10.5 / -7.7	eV
total charge	0
LUMO level (alpha / beta)	-0.960 / -3.898	eV

Last column: Löwdin charge in e.
Positions of all 14 atoms, in Å:
Br (2.840, -1.957, -0.047)  0.08
N (0.886, 3.421, -0.265)  0.10
N (1.451, 2.920, 0.888)  0.08
N (-0.659, 0.763, -1.218)  0.16
C (0.714, 2.160, 0.081)  -0.32
C (-0.982, -1.503, -0.403)  -0.06
C (-0.467, -1.223, 0.837)  -0.12
C (-1.148, -0.489, -1.349)  -0.09
C (0.130, 0.005, 0.959)  -0.03
C (0.066, 0.968, -0.103)  -0.26
H (-1.353, -2.576, -0.532)  0.14
H (-1.595, -0.572, -2.233)  0.07
H (-0.614, -2.066, 1.478)  0.11
H (0.733, 0.151, 1.906)  0.14

---

Entry 4:
Below is C22H20N2O3S2 in the gas phase at a distorted geometry, with properties calculated with ωB97M-V with the def2-TZVPD basis set.

Calculated values
frontier orbital gap	8.2	eV
multiplicity	1
largest force on an atom	0.05538	hartree/bohr
highest occupied orbital energy	-8.5	eV
total charge	0
LUMO level	-0.219	eV

Last column: Löwdin charge in e.
Positions of all 49 atoms, in Å:
S (2.309, -2.196, 2.211)  0.95
S (-3.570, -1.876, 5.900)  0.85
O (0.743, 5.753, -2.371)  0.04
O (-1.407, -1.547, -2.750)  0.06
O (3.090, 7.079, -2.247)  -0.01
N (0.799, -1.331, -2.367)  0.09
N (2.947, 5.696, -2.655)  0.03
C (-0.745, -1.681, -0.506)  -0.08
C (-2.390, -1.500, 1.428)  -0.22
C (2.081, -3.600, 1.163)  -0.39
C (1.317, 0.803, -3.439)  -0.18
C (-1.967, -1.344, 0.044)  0.06
C (1.716, 5.045, -2.624)  -0.41
C (1.007, -1.354, 1.381)  -0.36
C (2.594, 1.438, -3.470)  -0.02
C (-1.925, -2.559, 2.222)  -0.01
C (0.196, 1.600, -3.200)  -0.02
C (1.065, -3.412, 0.213)  -0.13
C (-2.279, -2.645, 3.569)  -0.09
C (-3.150, -1.761, 4.189)  -0.58
C (0.419, -2.092, 0.366)  -0.33
C (2.701, 2.803, -3.227)  -0.03
C (1.182, -0.712, -3.646)  -0.10
C (-0.493, -1.520, -1.948)  -0.47
C (-1.972, -1.442, 6.698)  -0.38
C (1.569, 3.585, -2.926)  -0.13
C (0.317, 2.958, -2.957)  -0.01
C (-3.333, -0.676, 2.006)  -0.02
C (-3.727, -0.807, 3.364)  -0.08
H (3.685, 3.262, -3.236)  0.10
H (-0.786, 1.122, -3.071)  0.12
H (2.633, -4.533, 1.263)  0.06
H (-2.664, -0.897, -0.659)  0.12
H (-4.513, -0.187, 3.767)  0.10
H (2.241, 7.565, -2.341)  0.11
H (-2.079, -1.462, 7.784)  0.03
H (3.522, 0.914, -3.710)  0.11
H (-1.660, -0.426, 6.424)  0.04
H (0.735, -0.315, 1.670)  0.10
H (1.481, -1.348, -1.635)  0.12
H (0.704, -4.197, -0.472)  0.12
H (-1.251, -3.314, 1.824)  0.12
H (-1.840, -3.471, 4.109)  0.11
H (-0.574, 3.566, -2.740)  0.13
H (0.405, -0.931, -4.414)  0.14
H (2.114, -1.141, -4.002)  0.11
H (-1.193, -2.140, 6.372)  0.03
H (-3.844, 0.071, 1.395)  0.12
H (3.787, 5.156, -2.751)  0.12

---

Copy entry 2 word for word.
Below is C12H15BN2 in the gas phase at a distorted geometry, with properties calculated with ωB97M-V with the def2-TZVPD basis set.

Calculated values
frontier orbital gap	8.3	eV
multiplicity	1
largest force on an atom	0.08857	hartree/bohr
highest occupied orbital energy	-7.9	eV
total charge	0
LUMO level	0.377	eV

Last column: Löwdin charge in e.
Positions of all 30 atoms, in Å:
N (0.881, -0.899, 1.358)  0.12
N (0.281, -3.188, 1.645)  0.11
C (1.550, -3.083, 1.538)  -0.11
C (0.669, 2.545, 0.733)  -0.11
C (-1.334, -0.255, -0.246)  -0.17
C (-0.195, -1.796, 1.418)  -0.38
C (0.177, -2.059, -1.975)  -0.11
C (-0.473, 1.669, -1.384)  -0.12
C (-0.377, 0.183, -1.348)  -0.22
C (-1.151, -1.697, 0.189)  -0.21
C (0.171, -0.626, -2.275)  -0.05
C (-0.522, -2.540, -0.927)  -0.09
C (-0.627, 2.148, 0.108)  -0.31
C (1.912, -1.630, 1.468)  -0.09
B (-1.257, 0.907, 0.910)  0.01
H (0.617, 3.059, 1.663)  0.06
H (1.196, 1.596, 1.035)  0.07
H (-0.371, -3.686, -0.714)  0.13
H (-2.039, -2.297, 0.494)  0.15
H (1.447, 3.017, 0.019)  0.11
H (-1.083, 3.116, 0.138)  0.11
H (-1.708, 0.742, 1.963)  0.07
H (0.443, 2.164, -1.825)  0.13
H (0.894, -0.111, -3.059)  0.15
H (-1.235, 2.020, -2.015)  0.10
H (-0.758, -1.534, 2.336)  0.16
H (2.946, -1.152, 1.734)  0.14
H (-2.295, -0.072, -0.598)  0.13
H (0.815, -2.823, -2.540)  0.12
H (2.133, -3.948, 1.480)  0.09